Entry 1:
Density functional theory data (ωB97M-V/def2-TZVPD) for 11 unconnected molecules or ions with the total composition C37H68Br20N5O4.

Properties
total energy: -1455950.4887 eV
HOMO: -11.252 eV
F_max: 2.68 eV/Å

Structure (ORCA input):
```
! RIJCOSX wB97M-V def2-TZVPD def2/J DEFGRID3
* xyz 1 1
C 3.140 -3.387 1.817
C 2.361 -2.488 1.586
C 1.443 -1.278 1.237
C 0.252 -1.915 0.451
C 0.669 -2.404 -0.994
C -1.097 -1.080 0.402
C -2.274 -2.130 0.316
C 1.017 -0.706 2.646
N 2.202 -0.403 3.509
C 3.301 0.372 2.861
O 3.088 1.732 3.236
C 4.115 2.519 2.919
N 5.101 2.963 2.504
O 4.527 -0.055 3.477
N 4.463 0.081 4.875
O 5.541 0.176 5.301
C 3.474 0.116 1.316
N 2.290 -0.302 0.591
C 1.756 0.641 -0.385
C 1.465 2.123 0.131
C -0.052 2.430 0.360
C -0.505 2.674 1.841
N 0.544 3.183 2.749
C 0.213 3.146 4.124
C -0.335 1.892 4.844
O 0.383 4.154 4.791
H 3.999 -4.062 1.780
H 0.010 -2.866 0.997
H 1.542 -1.847 -1.391
H -0.200 -2.404 -1.683
H 0.999 -3.466 -0.902
H -1.260 -0.402 1.265
H -1.112 -0.556 -0.579
H -2.280 -2.792 1.207
H -2.165 -2.761 -0.601
H -3.244 -1.587 0.250
H 0.307 0.139 2.587
H 0.467 -1.541 3.148
H 2.504 -1.285 3.941
H 1.853 0.188 4.285
H 3.881 1.000 0.773
H 4.279 -0.659 1.207
H 2.541 0.762 -1.177
H 0.845 0.340 -0.932
H 2.130 2.431 0.963
H 1.762 2.777 -0.728
H -0.724 1.654 -0.062
H -0.309 3.358 -0.204
H -1.301 3.464 1.803
H -1.032 1.785 2.262
H 0.819 4.141 2.535
H 0.406 1.392 5.508
H -0.765 1.115 4.180
H -1.158 2.239 5.505
Br 6.971 -0.778 1.227
C 8.036 -0.471 -0.370
C 7.308 0.439 -1.323
Br 5.882 -0.504 -2.257
H 8.265 -1.447 -0.790
H 8.957 -0.005 -0.023
H 7.979 0.793 -2.105
H 6.849 1.294 -0.831
Br 5.127 -4.004 -1.762
C 5.621 -4.784 -3.478
C 5.183 -3.908 -4.622
Br 3.269 -4.063 -4.944
H 5.186 -5.780 -3.510
H 6.707 -4.866 -3.453
H 5.656 -4.227 -5.551
H 5.392 -2.854 -4.457
Br -3.230 1.114 -0.823
C -3.793 2.823 -1.566
C -3.397 2.939 -3.014
Br -1.492 3.311 -3.189
H -3.356 3.599 -0.942
H -4.876 2.842 -1.458
H -3.900 3.783 -3.483
H -3.598 2.038 -3.588
Br -0.987 -5.097 1.447
C -2.612 -6.120 1.107
C -2.755 -6.439 -0.355
Br -3.355 -4.879 -1.362
H -3.442 -5.539 1.499
H -2.503 -7.032 1.692
H -3.527 -7.192 -0.508
H -1.828 -6.775 -0.813
Br 10.547 3.902 -0.339
C 8.999 4.989 0.126
C 7.714 4.285 -0.219
Br 7.358 4.352 -2.135
H 9.115 5.941 -0.384
H 9.072 5.145 1.202
H 6.865 4.784 0.246
H 7.714 3.236 0.068
Br -5.963 -6.190 1.929
C -7.307 -6.893 0.702
C -7.259 -8.396 0.636
Br -5.759 -9.016 -0.442
H -7.137 -6.416 -0.259
H -8.262 -6.559 1.105
H -8.146 -8.783 0.138
H -7.160 -8.864 1.612
Br -8.960 -4.565 -1.702
C -10.837 -4.604 -1.184
C -11.054 -5.468 0.030
Br -10.997 -7.362 -0.422
H -11.397 -4.939 -2.054
H -11.095 -3.569 -0.967
H -12.048 -5.305 0.444
H -10.311 -5.306 0.807
Br -3.669 0.924 3.955
C -5.272 1.400 4.955
C -4.974 2.442 6.001
Br -4.071 1.665 7.541
H -5.670 0.478 5.371
H -5.967 1.790 4.213
H -5.897 2.865 6.394
H -4.338 3.245 5.635
Br 2.344 3.163 -7.993
C 0.687 3.693 -7.119
C 0.925 4.770 -6.095
Br 1.711 4.042 -4.467
H 0.250 2.792 -6.696
H 0.047 4.062 -7.920
H -0.019 5.216 -5.781
H 1.593 5.553 -6.445
Br -1.279 7.735 -1.612
C -0.152 7.967 -3.183
C -0.815 8.840 -4.215
Br -2.197 7.867 -5.183
H 0.081 6.971 -3.554
H 0.759 8.435 -2.812
H -0.097 9.147 -4.974
H -1.287 9.722 -3.789
*
```

Here are the Mulliken charges for atoms 1 to 2, given in e: atom 1 (C): 0.24, atom 2 (C): -2.60



Entry 2:
Density functional theory data (ωB97M-V/def2-TZVPD) for a molecular structure, C37H69BN6NaP2.

Properties
energy above the lowest of the compared OMol25 structures with the same formula, charge and spin: 1.6 kJ/mol
total energy: -72101.3203 eV
HOMO: -3.076 eV
F_max: 0.57 eV/Å

Structure (ORCA input):
```
! RIJCOSX wB97M-V def2-TZVPD def2/J DEFGRID3
* xyz -1 1
Na -0.738 0.023 -0.266
N 2.059 1.378 -2.176
C 1.574 2.696 -1.802
C 0.297 3.007 -2.564
N -0.799 2.134 -2.177
C -2.002 2.831 -1.754
C -1.990 3.136 -0.262
N -1.985 1.892 0.478
H 1.407 0.697 -1.775
H 2.934 1.181 -1.692
H 2.326 3.442 -2.073
H 1.382 2.777 -0.722
H 0.498 2.917 -3.642
H 0.013 4.048 -2.371
H -1.027 1.474 -2.903
H -2.862 2.193 -1.975
H -2.136 3.771 -2.314
H -2.859 3.781 -0.036
H -1.087 3.703 -0.010
H -2.688 1.252 0.103
H -2.213 2.023 1.458
C 3.956 0.629 0.875
C 3.738 1.622 2.024
C 4.442 2.925 1.644
C 4.395 1.047 3.277
P 1.865 1.888 2.038
C 1.337 0.424 3.051
N 1.438 -0.810 2.326
B 1.087 -1.014 0.907
N 1.189 -2.487 0.831
C 0.869 -3.401 -0.240
P 0.252 -2.650 -1.833
C 1.847 -2.652 -2.844
C 1.656 -1.690 -4.020
C 2.936 -2.086 -1.925
C 2.343 -3.996 -3.375
C -0.823 -4.095 -2.426
C -0.256 -5.520 -2.346
C -2.086 -4.023 -1.554
C -1.253 -3.821 -3.865
C 1.485 -3.042 2.057
C 1.622 -4.362 2.443
C 1.892 -4.641 3.783
C 2.016 -3.619 4.708
C 1.879 -2.284 4.326
C 1.624 -1.998 2.997
C 1.438 3.267 3.269
C 2.227 3.313 4.579
C 1.585 4.607 2.536
C -0.055 3.124 3.596
H 5.028 0.498 0.716
H 3.506 0.998 -0.048
H 3.508 -0.341 1.086
H 5.473 2.707 1.356
H 4.477 3.630 2.472
H 3.956 3.409 0.796
H 5.431 0.790 3.044
H 3.916 0.130 3.608
H 4.411 1.752 4.109
H 0.305 0.602 3.381
H 1.951 0.373 3.958
H 0.074 -4.075 0.107
H 1.737 -4.047 -0.456
H 1.573 -0.661 -3.678
H 0.773 -1.922 -4.608
H 2.524 -1.746 -4.680
H 2.564 -1.295 -1.276
H 3.753 -1.694 -2.534
H 3.340 -2.861 -1.274
H 1.708 -4.385 -4.169
H 2.414 -4.748 -2.591
H 3.344 -3.863 -3.794
H 0.312 -5.702 -1.439
H 0.379 -5.765 -3.195
H -1.088 -6.228 -2.349
H -1.904 -4.393 -0.546
H -2.853 -4.662 -1.997
H -2.477 -3.002 -1.477
H -0.413 -3.836 -4.556
H -1.755 -2.858 -3.945
H -1.958 -4.593 -4.187
H 1.513 -5.166 1.727
H 1.999 -5.670 4.101
H 2.213 -3.855 5.747
H 1.960 -1.499 5.068
H 3.250 3.656 4.425
H 2.266 2.342 5.069
H 1.750 4.012 5.272
H 2.608 4.812 2.237
H 1.261 5.420 3.191
H 0.965 4.625 1.642
H -0.240 2.372 4.360
H -0.634 2.859 2.710
H -0.429 4.078 3.974
C -3.056 -0.181 3.219
N -2.947 -0.599 1.843
C -2.234 -1.855 1.764
C -4.254 -0.702 1.212
C -4.237 -0.589 -0.306
C -5.466 -0.334 -0.916
C -5.556 -0.194 -2.292
C -4.399 -0.317 -3.052
C -3.189 -0.566 -2.411
C -3.033 -0.712 -1.020
H -3.644 -0.885 3.838
H -3.532 0.800 3.279
H -2.059 -0.108 3.656
H -2.763 -2.651 2.318
H -1.236 -1.743 2.182
H -2.147 -2.140 0.720
H -4.890 0.096 1.619
H -4.740 -1.657 1.505
H -6.367 -0.230 -0.310
H -6.513 0.014 -2.763
H -4.444 -0.216 -4.133
H -2.307 -0.666 -3.048
*
```

Here are the Mulliken charges for atoms 1 to 2, given in e: atom 1 (Na): -0.32, atom 2 (N): -0.41



Entry 3:
Density functional theory data (ωB97M-V/def2-TZVPD) for 11 unconnected molecules or ions with the total composition C37H69BrN13O24.

Properties
total energy: -178003.7133 eV
HOMO: -10.215 eV
F_max: 2.16 eV/Å

Structure (ORCA input):
```
! RIJCOSX wB97M-V def2-TZVPD def2/J DEFGRID3
* xyz 1 1
C 1.135 2.673 5.589
C 0.600 3.865 6.040
C -0.567 4.403 5.311
O -0.489 5.520 4.869
O -1.599 3.564 5.117
C -2.248 3.662 3.825
C -2.801 2.290 3.507
C -3.896 2.278 2.424
C -3.715 1.094 1.466
C -2.495 1.389 0.597
C -2.138 0.264 -0.432
C -0.668 0.000 -0.319
N -0.324 -1.201 0.088
N 0.966 -1.476 0.246
C 1.260 -2.853 0.683
C 0.100 -3.788 0.327
O 0.512 -5.126 0.427
C 1.274 -5.629 -0.669
C 2.633 -6.094 -0.166
C 1.934 -0.597 0.046
Br 3.731 -1.007 0.337
C 1.611 0.682 -0.394
C 0.294 1.013 -0.607
C -0.076 2.371 -1.124
C 0.863 2.736 -2.309
C 0.079 3.370 -3.452
N 0.930 3.874 -4.543
C 1.215 2.851 -5.574
C 0.792 3.317 -6.945
C 1.730 3.647 -7.915
C 1.320 4.089 -9.166
C -0.028 4.208 -9.458
C -0.969 3.870 -8.496
C -0.562 3.442 -7.246
O -1.503 3.135 -6.275
H 2.101 2.647 5.092
H 0.647 1.730 5.813
H 1.017 4.404 6.884
H -1.492 3.971 3.100
H -3.016 4.433 3.866
H -3.235 1.922 4.440
H -1.965 1.629 3.274
H -3.870 3.225 1.875
H -4.868 2.258 2.912
H -4.591 1.072 0.824
H -3.613 0.183 2.053
H -1.629 1.658 1.202
H -2.741 2.282 0.021
H -2.674 -0.630 -0.123
H -2.413 0.568 -1.438
H 2.138 -3.227 0.168
H 1.398 -2.858 1.760
H -0.750 -3.625 0.984
H -0.238 -3.597 -0.696
H 1.454 -4.866 -1.433
H 0.739 -6.436 -1.170
H 2.528 -6.501 0.834
H 3.102 -6.808 -0.838
H 3.310 -5.242 -0.058
H 2.405 1.390 -0.573
H 0.007 3.103 -0.325
H -1.081 2.296 -1.530
H 1.349 1.835 -2.691
H 1.664 3.365 -1.933
H -0.469 4.226 -3.045
H -0.622 2.653 -3.878
H 1.824 4.085 -4.113
H 0.704 1.913 -5.345
H 2.278 2.615 -5.630
H 2.778 3.546 -7.666
H 2.076 4.326 -9.902
H -0.324 4.552 -10.438
H -2.030 3.930 -8.697
H -1.552 3.887 -5.674
C 5.046 -4.975 3.410
N 5.243 -6.220 2.617
O 6.368 -6.497 2.269
O 4.248 -6.873 2.380
H 6.010 -4.499 3.547
H 4.366 -4.339 2.850
H 4.608 -5.264 4.362
C 3.264 3.515 1.559
N 2.516 4.503 0.731
O 1.313 4.576 0.888
O 3.166 5.174 -0.038
H 2.558 2.995 2.197
H 3.764 2.832 0.878
H 3.991 4.068 2.146
C 0.446 -7.519 2.960
N 1.094 -7.066 4.222
O 2.091 -7.647 4.582
O 0.573 -6.130 4.803
H 1.021 -8.348 2.564
H -0.567 -7.822 3.206
H 0.442 -6.676 2.273
C -0.168 -2.059 4.514
N 0.778 -0.919 4.361
O 1.183 -0.649 3.239
O 1.087 -0.326 5.363
H -0.351 -2.489 3.536
H 0.296 -2.780 5.181
H -1.083 -1.665 4.946
C -2.312 -5.627 -1.969
N -2.502 -7.020 -2.456
O -2.010 -7.315 -3.524
O -3.141 -7.765 -1.744
H -1.732 -5.079 -2.699
H -3.294 -5.185 -1.845
H -1.792 -5.685 -1.015
C -6.459 -2.312 2.937
N -6.098 -1.039 2.255
O -6.021 -1.049 1.045
O -5.899 -0.071 2.963
H -6.606 -3.076 2.183
H -5.641 -2.565 3.606
H -7.372 -2.134 3.497
C 4.371 8.096 -2.322
N 4.715 7.017 -3.288
O 5.863 6.937 -3.670
O 3.812 6.282 -3.626
H 5.268 8.666 -2.114
H 3.609 8.714 -2.786
H 3.987 7.616 -1.427
C 5.601 1.855 -2.629
N 4.218 2.119 -3.117
O 3.719 3.190 -2.838
O 3.684 1.240 -3.761
H 5.940 2.724 -2.078
H 5.560 0.972 -1.998
H 6.222 1.675 -3.501
C -3.912 0.526 7.217
N -3.733 -0.604 6.265
O -2.653 -0.720 5.716
O -4.680 -1.336 6.095
H -2.986 1.088 7.259
H -4.728 1.137 6.843
H -4.161 0.099 8.184
C -4.801 -3.039 -4.965
N -4.079 -2.641 -3.726
O -3.045 -3.225 -3.455
O -4.565 -1.756 -3.060
H -4.245 -3.835 -5.445
H -5.792 -3.371 -4.669
H -4.862 -2.161 -5.600
*
```

Here are the Mulliken charges for atoms 1 to 2, given in e: atom 1 (C): -0.55, atom 2 (C): -0.47